# 1
The following is a quantum chemistry calculation of 7 unconnected molecules or ions with the total composition C38H72NO9 at a distorted geometry, from the OMol25 dataset.

Structure (XYZ):
```
120
Properties=species:S:1:pos:R:3
O 0.51449 -1.65175 -1.23663
C -0.09942 -0.65423 -1.52068
C -1.63328 -0.50865 -1.19969
C -2.29736 -0.00880 -2.48535
C -2.34440 -0.88952 -3.53928
N -2.87351 -0.51025 -4.71077
C -3.36070 0.71469 -4.90618
C -3.36426 1.63525 -3.88936
C -2.82123 1.28230 -2.65074
C -2.76748 2.28990 -1.52146
O -1.80754 2.99027 -1.31748
O -3.89116 2.37237 -0.76842
C 0.50953 0.54916 -2.25000
C 0.85918 1.63888 -1.45645
C 1.38013 2.78540 -2.03735
C 1.55526 2.81117 -3.40923
C 1.21204 1.73679 -4.22222
C 0.68340 0.59641 -3.62347
H -1.68294 0.27496 -0.42626
H -2.06036 -1.45576 -0.85473
H -1.93021 -1.89145 -3.43506
H -2.86283 -1.18875 -5.46564
H -3.74810 0.96071 -5.89386
H -3.74416 2.64428 -4.02912
H -3.89342 3.27687 -0.41188
H 0.68958 1.58869 -0.37775
H 1.62671 3.62784 -1.39003
H 1.96869 3.69009 -3.90795
H 1.35271 1.78065 -5.30109
H 0.39764 -0.24194 -4.26522
C 4.83678 0.49442 3.03617
C 3.40063 0.97224 2.92191
O 2.98315 1.21610 1.58656
C 3.02758 0.10859 0.70355
C 2.15564 -1.05709 1.13414
H 5.51668 1.21680 2.58155
H 5.11010 0.36853 4.08440
H 4.99096 -0.46190 2.53432
H 3.29769 1.92237 3.44735
H 2.71435 0.27261 3.41155
H 4.06220 -0.21450 0.54793
H 2.67704 0.47803 -0.25733
H 2.47962 -1.47370 2.08932
H 2.19788 -1.85249 0.39284
H 1.11578 -0.74092 1.25075
C -0.58112 5.29694 0.79327
C 0.73158 5.93629 1.21094
O 1.32506 6.72889 0.19578
C 0.56021 7.82916 -0.26806
C 0.22220 8.84107 0.81275
H -0.43874 4.68350 -0.09680
H -0.96669 4.66551 1.59616
H -1.34370 6.04226 0.55904
H 1.45060 5.14913 1.44446
H 0.60996 6.52317 2.12752
H -0.34657 7.47611 -0.77253
H 1.16678 8.31659 -1.03261
H -0.39613 8.40730 1.60045
H -0.32472 9.68273 0.38595
H 1.13319 9.21683 1.28166
C -7.74520 -0.30694 -8.66105
C -6.93771 -0.85522 -7.49932
O -6.68628 0.09864 -6.47405
C -7.83232 0.65454 -5.84213
C -8.71504 -0.37318 -5.15765
H -7.24441 0.55712 -9.10099
H -7.86547 -1.07023 -9.43030
H -8.74022 0.01358 -8.35134
H -5.95834 -1.17116 -7.86446
H -7.41257 -1.74689 -7.07757
H -8.40674 1.25113 -6.55702
H -7.45487 1.35303 -5.09275
H -9.13024 -1.09110 -5.86574
H -9.54846 0.11860 -4.65553
H -8.14339 -0.93669 -4.41753
C 3.79345 7.63790 2.76836
C 2.78174 8.10929 3.79857
O 3.30800 8.22967 5.10738
C 4.38164 9.14098 5.26828
C 4.03420 10.57204 4.89650
H 4.22044 6.67749 3.06377
H 3.31624 7.52301 1.79293
H 4.61911 8.34196 2.65531
H 1.97380 7.37852 3.86574
H 2.31885 9.05365 3.48883
H 5.26041 8.79460 4.71350
H 4.65162 9.10426 6.32442
H 3.76736 10.66716 3.84258
H 4.88397 11.22927 5.08515
H 3.18295 10.92260 5.48276
C 2.60972 -6.72651 1.57259
C 1.14837 -7.13898 1.57885
O 0.31284 -6.26592 2.32166
C 0.26912 -4.92202 1.88424
C -0.22814 -4.75453 0.45825
H 2.99066 -6.65678 2.59284
H 3.20635 -7.45780 1.02570
H 2.75837 -5.75404 1.10000
H 1.05614 -8.11800 2.05026
H 0.76596 -7.25149 0.55789
H 1.24819 -4.44740 2.01466
H -0.41427 -4.40653 2.56131
H 0.42896 -5.24257 -0.26331
H -0.28082 -3.69622 0.19701
H -1.22165 -5.19496 0.34622
C 0.91775 -10.26646 4.12860
C 1.44727 -11.27258 3.12128
O 2.77464 -11.69428 3.37719
C 2.99907 -12.33352 4.62227
C 2.18468 -13.60039 4.81860
H 1.56493 -9.38782 4.16652
H -0.08880 -9.94791 3.85211
H 0.87101 -10.68199 5.13588
H 1.46356 -10.81235 2.13156
H 0.78155 -12.13963 3.04723
H 2.83380 -11.63014 5.44578
H 4.05985 -12.58669 4.64346
H 1.11193 -13.40086 4.81790
H 2.43552 -14.06788 5.77163
H 2.38592 -14.31153 4.01556
```

E_HOMO   -10.6155 eV
Largest force on an atom   0.025 hartree/bohr
E_tot   -60482.3292 eV
Charge   +1
E_LUMO   -4.608 eV

=====

# 2
The following is a quantum chemistry calculation of a single C24H24N2O6 molecule at a distorted geometry, from the OMol25 dataset.

Structure (XYZ):
```
56
Properties=species:S:1:pos:R:3
C -0.09446 -1.99222 -2.85328
C 0.85890 -1.21277 -2.02160
C 2.22041 -1.15101 -2.01795
C 2.57657 -0.22857 -1.00299
C 1.40613 0.20803 -0.46085
C 1.12651 1.14797 0.66740
C -0.01210 2.09523 0.35573
C 0.12712 3.03250 -0.75824
O 1.22311 3.35282 -1.19078
C -1.10663 3.56056 -1.34391
C -1.25089 4.63908 -2.17665
C -2.63569 4.72450 -2.47808
C -3.43166 5.57733 -3.24546
C -4.78283 5.32577 -3.30273
C -5.35509 4.24955 -2.61613
C -4.59326 3.39108 -1.85142
C -3.22986 3.64246 -1.78867
O -2.29799 2.94667 -1.11207
C -0.98202 1.91553 1.27677
O -2.14107 2.52492 1.49443
C -0.56548 0.84267 2.22728
O -1.24873 0.45575 3.15827
N 0.66728 0.45304 1.85821
C 1.38064 -0.65727 2.43570
C 0.74683 -2.00327 2.04410
N 1.65951 -3.09463 2.32315
C 0.98684 -4.33934 2.65496
C 2.03827 -5.37519 3.05473
O 2.96382 -5.59667 2.01699
C 3.60223 -4.39325 1.66339
C 2.59048 -3.33176 1.23253
O 0.35832 -0.38989 -1.07414
H -0.73965 -2.60359 -2.22335
H -0.72997 -1.32081 -3.42957
H 0.45453 -2.63495 -3.53451
H 2.88879 -1.69096 -2.65636
H 3.56469 0.07809 -0.72762
H 2.04832 1.70467 0.87970
H -0.46165 5.28066 -2.51096
H -2.99060 6.40723 -3.77548
H -5.42222 5.96913 -3.88850
H -6.42035 4.08991 -2.68793
H -5.02758 2.56114 -1.31806
H -2.53257 2.10579 2.28526
H 1.36317 -0.55861 3.52377
H 2.41454 -0.61137 2.09225
H -0.16360 -2.13508 2.63156
H 0.45867 -1.97554 0.98112
H 0.31177 -4.16542 3.49471
H 0.40438 -4.72778 1.80072
H 1.57172 -6.33984 3.26086
H 2.56421 -5.02073 3.95376
H 4.28159 -4.63497 0.84433
H 4.17850 -4.01112 2.51952
H 3.11500 -2.40619 0.99096
H 2.06313 -3.67932 0.32512
```

E_HOMO   -8.5377 eV
Largest force on an atom   0.030 hartree/bohr
E_tot   -40541.9745 eV
Energy above the lowest of the compared OMol25 structures with the same formula, charge and spin   48.49 kcal/mol
SMILES   Cc1ccc([C@H]2C(C(=O)c3cc4ccccc4o3)=C(O)C(=O)N2CCN2CCOCC2)o1
E_LUMO   -0.444 eV

=====

# 3
The following is a quantum chemistry calculation of a molecular structure, C25H30GeN5PdSSe at a distorted geometry, from the OMol25 dataset.

Structure (XYZ):
```
64
Properties=species:S:1:pos:R:3
Pd -0.98837 0.51277 0.77046
N -0.89353 -3.84533 0.86942
C -0.93773 -2.59857 0.40727
N -1.16207 -1.55902 1.14801
C -1.34109 -1.72139 2.53630
N -1.49699 -0.68963 3.30471
N -1.41746 0.47893 2.68231
C -1.42560 1.61966 3.28998
C -1.26241 2.77223 2.45946
C -1.25799 4.07631 2.95819
C -1.09105 5.13635 2.09785
C -0.94371 4.88298 0.73599
C -0.95507 3.57470 0.30090
N -1.09930 2.54073 1.12629
C -1.35359 -3.05784 3.08219
C -1.57327 -3.31508 4.43666
C -1.57235 -4.61411 4.89936
C -1.35134 -5.67447 4.02381
C -1.12263 -5.43826 2.68078
C -1.12231 -4.13304 2.21514
H -0.69102 -4.60539 0.24007
H -0.77287 -2.46261 -0.65486
H -1.54437 1.67030 4.36469
H -1.38486 4.22221 4.02243
H -1.06942 6.15149 2.46932
H -0.81884 5.69064 0.03013
H -0.84482 3.34171 -0.74982
H -1.73758 -2.48042 5.10293
H -1.74332 -4.81031 5.94877
H -1.35843 -6.69203 4.38923
H -0.94729 -6.25998 1.99702
C -2.65495 -0.98057 -4.44981
Ge -1.34658 0.46746 -4.68001
C 0.44608 -0.28708 -4.97617
C -1.82719 1.68655 -6.14257
C -1.35795 1.39992 -2.89381
Se -0.49978 0.24202 -1.57455
C 1.29485 0.97375 -1.67516
H -2.66754 -1.63664 -5.31969
H -3.66017 -0.58164 -4.31186
H -2.39726 -1.57730 -3.57338
H 0.43153 -0.91007 -5.87080
H 0.74940 -0.91142 -4.13556
H 1.19299 0.49238 -5.12745
H -1.84361 1.11255 -7.06962
H -1.09482 2.48552 -6.25128
H -2.81191 2.12924 -5.99914
H -2.38698 1.54125 -2.56386
H -0.84937 2.36314 -2.88303
H 1.64838 0.92881 -2.70296
H 1.92219 0.37112 -1.02326
H 1.28029 2.00017 -1.31713
S 1.52705 0.17375 1.83826
C 3.18000 0.36497 1.29834
C 3.91649 1.49155 1.68344
C 5.24677 1.62388 1.32029
C 5.86765 0.64449 0.55684
C 5.14347 -0.47014 0.15719
C 3.81254 -0.61088 0.51894
H 3.42842 2.24791 2.28399
H 5.80213 2.49810 1.63748
H 6.90792 0.74589 0.27612
H 5.62382 -1.24099 -0.43351
H 3.25684 -1.49124 0.21875
```

E_HOMO (alpha / beta)   -8.6335 / -8.6325 eV
Largest force on an atom   0.027 hartree/bohr
E_tot   -170033.8650 eV
Energy above the lowest of the compared OMol25 structures with the same formula, charge and spin   36.57 kcal/mol
Charge   +1
E_LUMO (alpha / beta)   -4.054 / -4.055 eV

=====

# 4
The following is a quantum chemistry calculation of 6 unconnected molecules or ions with the total composition C27H66N6O3 at a distorted geometry, from the OMol25 dataset.

Structure (XYZ):
```
102
Properties=species:S:1:pos:R:3
C -2.85142 -6.70554 1.61968
C -2.82266 -5.17605 1.46543
N -1.61575 -4.71881 0.76930
C -0.50004 -4.64017 1.70851
C 0.86324 -4.62314 1.03714
C -1.82630 -3.45575 0.05463
C -2.53953 -3.79279 -1.27322
H -3.56059 -7.08423 2.35078
H -1.85311 -6.98280 1.96611
H -3.03307 -7.12872 0.63530
H -3.69731 -4.91500 0.86775
H -2.92569 -4.59571 2.39094
H -0.61159 -3.84625 2.46823
H -0.55502 -5.52472 2.35358
H 0.97145 -3.77841 0.36100
H 1.68018 -4.55834 1.76127
H 1.02455 -5.59484 0.56909
H -0.84914 -3.02822 -0.15686
H -2.41180 -2.69920 0.59525
H -3.49296 -4.28301 -1.09431
H -1.95684 -4.52679 -1.83173
H -2.59245 -2.87822 -1.86668
C -2.01498 -0.71624 3.63078
C -2.75204 0.41590 2.89739
N -1.81805 1.40118 2.32090
C -2.42491 2.21416 1.24411
C -3.13128 1.39329 0.17181
C -1.16464 2.18507 3.37488
C -2.04874 3.27027 4.05453
H -2.71442 -1.48238 3.97106
H -1.53316 -0.32551 4.52575
H -1.29903 -1.19739 2.96701
H -3.28890 -0.08535 2.09731
H -3.48192 0.89236 3.56368
H -3.16019 2.88439 1.70795
H -1.58194 2.81339 0.89636
H -3.27707 1.97166 -0.73882
H -2.65170 0.45422 -0.10637
H -4.09548 1.13809 0.61148
H -0.28172 2.69408 2.99154
H -0.89947 1.43011 4.10314
H -2.86323 3.61003 3.42293
H -1.45409 4.10489 4.43149
H -2.44808 2.88641 4.99937
C -0.67811 5.64221 1.18700
C -0.17367 6.78749 0.32229
N 0.53701 6.40006 -0.87747
C -0.28401 5.81102 -1.94236
C -1.43056 6.75668 -2.34710
C 1.62339 5.43813 -0.57231
C 2.55524 5.96473 0.49086
H 0.11308 5.16496 1.77370
H -1.14663 4.85232 0.59844
H -1.43112 6.05034 1.86384
H -1.10073 7.29434 0.03106
H 0.31557 7.57250 0.89992
H 0.39351 5.77416 -2.79806
H -0.67086 4.80347 -1.74861
H -1.83541 6.50645 -3.32814
H -2.24506 6.65135 -1.62724
H -1.11465 7.79766 -2.36680
H 2.18666 5.31902 -1.49862
H 1.16616 4.47205 -0.33018
H 3.19963 6.77397 0.12428
H 3.30634 5.21391 0.76120
H 2.18947 6.40141 1.42031
C 1.18067 -5.32101 -2.48491
N 1.51323 -4.73708 -3.77499
C 0.41402 -3.94692 -4.29127
C 2.55728 -5.16670 -4.49834
O 2.65561 -4.99629 -5.70278
H 1.17010 -4.51807 -1.74483
H 1.76624 -6.16462 -2.12012
H 0.16577 -5.73088 -2.43358
H 0.09212 -3.23448 -3.52947
H 0.63895 -3.38887 -5.19467
H -0.40671 -4.64013 -4.50511
H 3.31605 -5.67919 -3.88719
C 5.10450 -1.84005 -1.72722
N 4.84916 -0.71602 -0.86939
C 4.81376 -1.05454 0.55857
C 4.75802 0.56664 -1.28315
O 4.45426 1.51022 -0.59111
H 4.49030 -2.69767 -1.45396
H 6.15913 -2.13047 -1.73935
H 4.84823 -1.61842 -2.76639
H 4.69416 -0.19158 1.20690
H 3.98826 -1.73329 0.77079
H 5.78062 -1.50589 0.78558
H 4.91717 0.58567 -2.37294
C 0.82189 -0.09789 0.18817
N 0.48581 0.53688 -1.06326
C 0.77343 1.96453 -1.15810
C -0.26157 -0.12935 -1.96153
O -0.78056 0.30963 -2.96262
H 0.26962 0.39203 0.99926
H 1.88474 -0.00122 0.42409
H 0.55589 -1.15292 0.21778
H 1.62315 2.05133 -0.47247
H 1.11467 2.28925 -2.13281
H -0.02949 2.51986 -0.66999
H -0.31289 -1.19667 -1.68497
```

E_HOMO   -8.3112 eV
Largest force on an atom   0.037 hartree/bohr
E_tot   -44150.7736 eV
Energy above the lowest of the compared OMol25 structures with the same formula, charge and spin   60.03 kcal/mol
SMILES   CCN(CC)CC.CCN(CC)CC.CCN(CC)CC.CN(C)C=O.CN(C)C=O.CN(C)C=O
E_LUMO   0.406 eV